Below is a cluster of 15 separate species, C18H66O15 in total, with properties calculated with wB97M-V/def2-TZVPD.

Values from the calculation:
total energy: -1853.73895 a.u.
highest occupied orbital energy: -10.042 eV
energy relative to the best compared isomer or geometry (same formula, charge and spin): 7.585 eV

Element x y z (Å)
C -0.632192 6.475990 -0.615900
C -1.015432 7.889380 -0.064260
O -1.138572 7.966400 1.312700
H -1.294282 5.701530 -0.228670
H 0.406258 6.234630 -0.389060
H -0.572172 6.468140 -1.704230
H -1.962032 8.156640 -0.533950
H -0.411022 8.684810 -0.500240
H -0.309612 8.233570 1.716490
C -1.932712 -9.653600 -1.830660
C -0.923122 -10.820660 -1.975540
O -1.672562 -11.908920 -1.471190
H -1.503392 -8.713410 -2.176830
H -2.209912 -9.356660 -0.819180
H -2.789062 -9.800680 -2.488800
H 0.004688 -10.673730 -1.422650
H -0.635122 -10.866350 -3.025810
H -1.702222 -11.899150 -0.511700
C -4.506902 3.550870 4.925100
C -4.851112 4.977200 5.411900
O -6.201042 4.980460 5.730700
H -3.458922 3.495850 4.630510
H -5.088822 3.164740 4.088220
H -4.512282 2.802880 5.717930
H -4.577462 5.731090 4.673740
H -4.263872 5.103140 6.321510
H -6.174082 4.228210 6.326510
C -2.852622 -2.727890 -6.533580
C -2.521502 -1.241100 -6.285950
O -1.123002 -1.086300 -6.062800
H -2.392272 -3.118250 -7.441220
H -3.916722 -2.961980 -6.501940
H -2.577202 -3.314340 -5.657040
H -3.051612 -1.031240 -5.356970
H -2.921112 -0.706850 -7.147930
H -0.931842 -0.758320 -5.181050
C 6.458738 4.941320 -5.109980
C 6.589208 5.071280 -3.581510
O 6.375718 6.438160 -3.289580
H 6.505298 3.908010 -5.453780
H 7.313618 5.353690 -5.645930
H 5.519868 5.436000 -5.358810
H 7.608658 4.732260 -3.397400
H 5.815618 4.392500 -3.222460
H 6.219758 6.558610 -2.350030
C 7.397068 1.538090 3.799580
C 8.162848 2.440810 2.794520
O 8.995148 1.658660 2.012150
H 6.495238 1.268310 3.250020
H 7.219058 2.223180 4.628480
H 7.780948 0.650320 4.302180
H 8.861768 3.138040 3.256570
H 7.542908 3.207410 2.329660
H 9.853088 2.055580 1.844830
C -0.531022 -2.075490 -0.242590
C 0.008488 -0.694290 -0.144830
O 0.956668 -0.313340 -1.171770
H 0.384118 -2.666720 -0.209860
H -1.042772 -2.204280 -1.196340
H -1.094152 -2.190960 0.683500
H 0.522068 -0.571640 0.808730
H -0.857272 -0.037090 -0.063330
H 1.820668 -0.649930 -0.923130
C -6.285282 4.797560 -2.183780
C -6.377792 5.090090 -3.701510
O -6.392882 3.855190 -4.397540
H -5.645832 3.948400 -1.942680
H -7.281242 4.543780 -1.820800
H -5.889852 5.690640 -1.699890
H -5.491782 5.669770 -3.960480
H -7.180942 5.790070 -3.931860
H -6.341012 4.035500 -5.339030
C 2.128138 -3.380680 7.312740
C 3.126538 -4.375060 7.823110
O 3.633028 -5.253390 6.822280
H 1.727358 -2.753630 8.109160
H 1.407568 -3.880440 6.665350
H 2.529048 -2.626970 6.635040
H 2.827038 -4.940860 8.705300
H 4.002698 -3.778870 8.078030
H 4.261888 -5.810450 7.286860
O 5.979358 -1.074190 -0.939650
H 6.036648 -1.807710 -0.327350
H 6.632918 -0.448760 -0.626720
O -6.846332 -5.201390 -3.148600
H -7.362492 -5.577340 -3.861670
H -6.644882 -4.312470 -3.440930
O 4.634608 -4.393160 2.012290
H 4.047128 -5.115410 1.789920
H 4.622858 -4.360060 2.968850
O -6.829612 -2.344060 1.239430
H -7.598182 -1.866820 0.926720
H -6.522402 -2.831510 0.475070
O -5.070812 -3.335940 5.738560
H -5.456662 -2.841650 6.461780
H -5.360622 -2.875020 4.951290
O 4.333628 -1.947760 -5.493030
H 3.483588 -1.622100 -5.789000
H 4.498048 -1.479890 -4.674300

Cartesian forces (eV/Å) of the 6 atoms listed first:
0.74 1.04 0.30
-0.27 -0.72 -2.16
-0.14 0.03 0.88
0.03 0.09 -0.13
0.02 -0.13 0.64
-0.70 0.12 -0.13